C61H75NO37 | the ωB97M-V functional and the def2-TZVPD basis

The total charge is 0. Its orbital gap is 0.2565 Eh.

```
174
Properties=species:S:1:pos:R:3:forces:R:3:mulliken_charge:R:1
C 3.50989 -3.51819 2.10408 0.655 -0.553 -0.124 -0.364
O 2.50459 -4.11714 2.88991 -0.747 0.509 0.032 0.417
C 2.88335 -5.28183 3.54793 0.617 -0.844 1.313 -0.376
C 3.88663 -5.06350 4.66421 0.738 0.948 0.041 -0.942
O 3.43152 -4.10396 5.60294 -0.640 0.056 0.039 -0.220
C 4.47306 -3.65173 6.44377 -0.045 -0.705 -0.133 -0.797
H 3.95893 -4.28808 1.46439 0.055 0.242 -0.184 0.493
H 4.33486 -3.08182 2.67697 -0.181 0.051 0.289 0.269
H 3.07859 -2.73237 1.49095 -0.209 -0.113 -0.052 -0.568
H 3.27032 -6.05092 2.86344 0.492 0.439 0.183 0.275
H 2.03741 -5.82777 3.97691 -0.170 1.054 -0.014 0.209
H 4.81444 -4.65109 4.24520 0.175 -0.248 -0.138 0.415
H 4.14713 -5.99372 5.17881 -0.115 -0.222 -0.143 0.512
H 4.11871 -2.90136 7.14537 -0.249 0.209 -0.331 0.243
H 5.27994 -3.27382 5.81024 0.210 0.189 0.276 0.316
H 4.83329 -4.48244 7.06204 0.268 -0.037 -0.086 0.323
C 1.22465 -1.15602 2.95830 -0.074 1.461 1.044 -1.206
O 0.77129 0.20569 3.04048 -0.176 -0.134 -0.625 0.684
C 1.35368 0.90857 4.10268 -0.480 -0.225 0.589 -0.978
C 0.59919 2.21846 4.32762 0.966 0.538 -0.905 0.207
O -0.78315 2.09984 4.42075 -0.642 0.393 -0.140 0.173
C -1.33410 1.30511 5.41632 -0.268 -1.359 1.011 -0.792
H 0.70477 -1.65034 2.14439 -0.035 -0.063 0.045 -0.226
H 0.98484 -1.56444 3.94184 0.110 -0.766 -0.231 0.448
H 2.30695 -1.14695 2.81449 0.049 -0.265 -0.106 0.416
H 2.43131 1.03217 3.94451 0.044 0.428 -0.037 0.298
H 1.26370 0.34665 5.04514 0.008 -0.306 -0.071 0.416
H 0.73030 2.89813 3.47592 0.093 -0.266 -0.174 -0.606
H 1.06759 2.77065 5.15798 -0.226 -0.318 0.406 0.444
H -1.05902 0.24378 5.35244 0.252 0.091 -0.299 0.063
H -2.42260 1.27991 5.34625 0.040 0.443 -0.362 0.277
H -1.10972 1.59292 6.45288 0.285 0.461 -0.155 0.327
C -4.88229 0.36607 -5.38165 0.373 -0.287 0.014 -0.968
O -4.57345 -0.62871 -4.42687 -0.352 0.306 0.673 0.199
C -5.02831 -1.93045 -4.72903 0.523 0.300 0.994 -0.829
C -5.05776 -2.71803 -3.42055 0.003 0.449 -0.107 -0.500
O -3.78903 -2.90095 -2.83016 0.040 0.065 -0.896 0.145
C -2.92553 -3.80764 -3.51706 -0.072 -0.495 0.480 -0.978
H -4.25193 0.20020 -6.26109 -0.353 0.194 -0.264 0.374
H -4.61884 1.33669 -4.96072 0.061 -0.075 0.091 0.122
H -5.95601 0.37559 -5.59399 0.055 -0.060 -0.279 0.391
H -4.28574 -2.34603 -5.41797 -0.549 -0.436 -0.381 0.352
H -6.06753 -1.93056 -5.07303 0.142 0.047 -0.570 0.539
H -5.59541 -3.65849 -3.58321 0.191 -0.160 0.096 0.430
H -5.59477 -2.13674 -2.66592 -0.317 0.000 -0.253 0.148
H -3.33262 -4.28497 -4.41263 -0.559 0.347 0.045 0.497
H -2.77559 -4.61960 -2.80371 0.592 -0.011 -0.115 0.248
H -2.00829 -3.31800 -3.83869 0.118 0.055 0.386 0.044
C -1.81876 2.85062 -8.78804 0.166 -0.059 -0.303 -0.795
O -2.04480 2.39411 -7.48815 -0.903 -0.005 0.900 -0.239
C -1.01091 2.62772 -6.57572 1.842 -0.399 -0.987 -0.953
C -1.19109 1.91619 -5.26924 -0.298 -0.460 0.000 0.388
O -1.30891 0.51171 -5.48688 -0.524 0.478 0.267 -0.501
C -1.22333 -0.21246 -4.26732 -0.210 0.075 0.191 0.344
H -1.20920 2.14096 -9.36316 0.217 0.105 0.139 0.296
H -1.33882 3.83548 -8.78390 -0.056 0.006 -0.136 0.311
H -2.78151 2.90091 -9.29681 -0.008 0.166 0.120 0.234
H -0.75698 3.68586 -6.43237 -0.633 0.213 0.200 0.409
H -0.07637 2.24620 -7.02088 0.016 -0.234 0.001 0.368
H -2.05060 2.35365 -4.74713 -0.225 -0.341 0.128 -0.209
H -0.31576 2.03736 -4.62687 0.153 0.589 -0.096 0.423
H -0.32462 -0.82734 -4.30739 0.000 -0.136 0.235 0.070
H -2.11034 -0.81403 -4.05559 -0.002 -0.239 -0.578 -0.381
H -1.20953 0.43594 -3.38453 0.464 0.203 -0.289 0.134
C -4.64173 3.50412 -2.22515 -0.252 -0.641 0.361 0.155
O -4.73136 4.68797 -1.98118 0.169 0.295 -0.199 -0.649
N -5.40570 2.54919 -1.65400 -0.824 -0.533 -0.940 0.334
C -5.24826 1.13443 -1.94306 0.433 -0.030 1.808 -0.407
C -6.50086 2.92618 -0.78589 0.686 0.296 1.255 -1.127
H -3.92150 3.04153 -2.91810 0.246 0.258 -0.127 0.269
H -5.14630 0.60732 -0.98294 -0.115 0.098 0.117 0.516
H -4.27301 0.92758 -2.37759 -0.415 0.103 -0.862 -0.338
H -6.13506 0.68039 -2.38100 0.242 0.154 -0.751 0.249
H -6.05956 2.95131 0.21953 -0.412 0.336 0.118 0.311
H -6.87611 3.91600 -1.03238 0.086 -0.007 -0.060 0.348
H -7.32626 2.21999 -0.71032 0.167 -0.261 -0.646 0.361
C 7.09657 0.72232 -0.13676 0.989 -1.027 1.112 -0.633
C 6.95385 0.39010 1.16129 0.420 0.899 0.113 0.310
C 5.72266 0.72784 1.95213 -1.471 0.593 -1.287 0.503
O 5.54138 0.38476 3.09497 0.665 -0.255 0.378 -0.709
C 4.69633 1.46257 1.16839 0.727 -0.118 0.318 -0.229
C 4.88078 1.70155 -0.12950 -1.334 1.272 -1.977 0.366
C 6.09248 1.38374 -0.93889 1.681 -1.779 0.744 0.390
O 6.30886 1.53902 -2.12708 -1.476 0.845 0.212 -0.656
O 3.90725 2.33150 -0.83059 -0.377 0.080 0.543 -0.471
O 7.99133 -0.09272 1.85594 -0.292 -0.466 0.088 -0.560
H 8.04149 0.38897 -0.54983 -0.099 0.347 -0.488 0.440
H 3.82147 1.88770 1.64049 -0.027 -0.298 0.234 0.645
H 4.10744 2.45198 -1.76868 0.518 -0.228 0.077 0.314
H 7.68385 -0.31342 2.75131 -0.053 0.081 -0.034 0.328
C 5.12084 -0.95338 -4.10902 1.749 1.417 -0.432 -0.485
C 4.11112 -1.30217 -3.33363 -0.833 -1.070 0.701 0.359
C 2.92267 -2.02463 -3.91896 0.484 0.305 -1.489 0.440
O 2.14717 -2.60505 -3.19394 -0.174 0.118 0.243 -0.294
C 2.78080 -1.94537 -5.38135 -0.185 0.512 0.604 -1.200
C 3.71474 -1.31606 -6.11721 0.351 -0.828 -0.930 0.323
C 5.08534 -0.95179 -5.57123 -1.562 0.115 1.600 0.630
O 5.98033 -0.57392 -6.28063 0.055 -0.042 -0.641 -0.581
O 3.57910 -1.14255 -7.43261 0.091 0.344 0.167 -0.554
O 4.09459 -1.18024 -2.00558 0.210 0.126 -0.336 -0.493
H 5.95804 -0.38636 -3.71272 0.095 -0.361 0.245 0.442
H 1.83607 -2.24104 -5.81542 0.037 -0.168 -0.038 0.509
H 4.36736 -0.65026 -7.73348 -0.033 -0.244 -0.033 0.352
H 3.29902 -1.63591 -1.67773 -0.202 0.033 0.248 0.062
C 1.47957 6.79153 3.56997 0.648 0.323 0.113 -0.813
C 2.40078 5.86569 3.87725 0.588 -0.261 0.959 0.496
C 3.04230 4.95922 2.88410 -0.482 -0.436 -2.166 0.651
O 3.95342 4.18653 3.10453 -0.151 0.155 1.169 -0.657
C 2.49194 5.05299 1.53424 -0.823 -0.451 0.261 -0.316
C 1.56280 5.96114 1.23039 -0.245 0.355 -1.418 0.228
C 1.00644 6.96777 2.18425 0.682 -0.435 1.145 0.826
O 0.21147 7.80444 1.82907 -0.129 0.054 -0.289 -0.657
O 1.07114 6.03739 -0.02090 -0.068 0.082 0.461 -0.587
O 2.91058 5.76280 5.12244 -0.613 0.453 0.284 -0.588
H 1.24478 7.50650 4.34830 -0.481 -0.017 -0.120 0.444
H 2.58927 4.22245 0.84622 0.699 0.162 -0.097 0.271
H 0.44990 6.78671 -0.04422 -0.048 -0.083 0.066 0.367
H 3.14118 4.85005 5.33839 0.368 -0.013 -0.396 0.354
C -1.66949 5.21360 4.09108 0.548 0.720 0.212 -0.469
C -2.45282 5.59550 5.10958 -0.242 -0.639 1.087 0.168
C -3.95143 5.46682 5.07534 -0.610 0.327 -2.206 0.560
O -4.68469 5.79153 5.98065 0.647 -0.104 0.802 -0.604
C -4.47969 5.01277 3.78434 -0.360 -0.096 0.326 -0.749
C -3.68698 4.75362 2.74145 -0.458 -0.671 -1.117 -0.046
C -2.21266 4.87454 2.79201 0.534 -0.371 1.102 1.038
O -1.53733 4.56930 1.82560 -0.117 0.324 -0.045 -0.716
O -4.15329 4.25908 1.59123 -0.313 0.210 0.167 -0.425
O -1.96365 5.94930 6.30033 0.508 -0.023 -0.037 -0.554
H -0.59825 5.20787 4.24207 0.020 0.020 -0.176 0.463
H -5.54742 4.85998 3.70391 -0.004 0.044 0.035 0.480
H -3.42787 4.09317 0.96035 0.110 0.088 0.149 0.217
H -2.66495 5.93668 6.97067 -0.253 0.178 -0.249 0.348
C -2.60375 -4.73184 1.44980 -1.970 3.234 -0.205 -1.543
C -2.08706 -4.15759 2.54912 -1.375 0.807 -0.219 0.577
C -2.32086 -2.70085 2.83874 -0.121 0.248 -1.074 0.587
O -1.83884 -2.15070 3.80441 0.249 -0.324 0.615 -0.594
C -3.04623 -1.93857 1.81386 0.445 -0.090 0.178 -0.647
C -3.47535 -2.51930 0.68766 -0.638 0.812 -1.434 0.471
C -3.37261 -3.97532 0.44031 0.120 -1.024 2.169 0.322
O -3.96166 -4.56912 -0.43865 0.095 0.575 -0.471 -0.622
O -4.07124 -1.81311 -0.28178 -0.107 0.851 0.214 -0.473
O -1.45131 -4.84495 3.49861 0.762 -0.081 0.683 -0.576
H -2.25861 -5.73785 1.24017 -3.083 1.214 -0.553 1.056
H -3.05368 -0.86613 1.95482 -0.270 0.023 -0.037 0.534
H -4.05221 -2.21785 -1.17437 0.340 -0.692 0.273 0.284
H -1.03168 -4.22896 4.12235 -0.279 0.240 -0.049 0.381
C -1.61512 0.23772 -0.98444 -0.595 -0.274 0.411 0.532
C -0.71642 -0.74729 -0.97836 0.520 -0.791 -1.894 0.427
C 0.68184 -0.56653 -0.48030 -0.297 2.604 1.071 0.365
O 1.54931 -1.40391 -0.55728 0.056 -1.196 -0.309 -0.044
C 0.96221 0.76979 0.09789 0.000 -1.311 -0.999 -0.329
C 0.02815 1.72593 0.13727 0.935 1.080 0.781 0.009
C -1.37265 1.53452 -0.35739 -0.252 -1.528 -0.041 0.670
O -2.25684 2.35178 -0.21491 0.386 0.533 0.141 -0.677
O 0.30027 2.93180 0.67069 -1.007 -0.799 -0.284 -0.163
O -0.89099 -1.83641 -1.77053 -0.301 0.523 1.328 0.397
H -2.59168 0.00762 -1.39156 0.016 0.266 -0.056 -0.436
H 1.99702 0.86850 0.38878 -0.111 0.428 0.347 0.227
H -0.59203 3.31393 0.83363 0.490 0.641 0.054 0.004
H -0.20057 -2.48880 -1.54782 -0.175 -0.085 -0.301 -0.568
C 2.12591 -5.99687 0.67447 -0.288 -0.914 0.187 -0.709
C 1.07844 -6.48260 1.36530 0.026 0.807 1.729 -0.180
C -0.33375 -6.08237 1.09553 0.730 0.145 -3.012 0.541
O -1.32860 -6.44740 1.68121 5.292 -5.864 1.845 -0.549
C -0.48996 -5.26809 -0.12432 -0.553 0.262 0.154 -0.348
C 0.53376 -4.85208 -0.86247 1.361 0.641 -0.652 0.781
C 1.96913 -5.12597 -0.47169 -0.140 -0.665 0.492 0.336
O 2.92706 -4.65588 -1.04601 -0.464 0.312 -0.350 -0.621
O 0.40401 -4.13536 -1.98534 -0.436 0.015 0.345 -0.574
O 1.27390 -7.10548 2.53822 -0.166 -1.109 -0.573 -0.600
H 3.13314 -6.22521 0.99687 -0.117 -0.071 -0.229 1.028
H -1.49605 -4.93822 -0.34990 0.449 -0.356 -0.583 0.523
H 1.22065 -3.63685 -2.22745 0.183 -0.586 -0.047 0.292
H 0.44492 -7.28192 3.00567 -0.324 0.047 -0.350 0.346
```
Forces are in eV/Å.